Entry 1:
{
  "formula": "C48H39ClCrF4N6OP",
  "method": "wB97M-V/def2-TZVPD",
  "homo_ev": [-9.17, -9.48],
  "total_charge": 1,
  "relative_energy_kj_mol": 26.8,
  "multiplicity": 5,
  "molar_mass_g_mol": 910.3,
  "homo_lumo_gap_ha": [0.2243, 0.2287],
  "e_tot_ha": -4501.68508,
  "largest_force_ev_per_a": 1.318,
  "symbols": ["Cr", "C", "N", "C", "C", "C", "N", "C", "C", "F", "C", "F", "C", "C", "F", "C", "F", "H", "H", "H", "H", "H", "H", "H", "H", "H", "H", "H", "C", "O", "C", "C", "C", "C", "C", "C", "C", "N", "C", "C", "N", "C", "C", "C", "C", "N", "C", "C", "N", "C", "C", "C", "C", "H", "H", "H", "H", "H", "H", "H", "H", "H", "H", "H", "H", "H", "H", "Cl", "C", "C", "C", "C", "C", "C", "P", "C", "C", "C", "C", "C", "C", "C", "C", "C", "C", "C", "C", "H", "H", "H", "H", "H", "H", "H", "H", "H", "H", "H", "H", "H", "H"],
  "positions_angstrom": [[0.961, 0.397, -1.266], [-3.021, -0.524, -2.546], [-1.621, -0.904, -2.705], [-1.530, -2.349, -2.543], [-1.115, -0.484, -4.010], [0.414, -0.389, -4.105], [1.003, 0.651, -3.251], [1.657, 1.693, -3.834], [1.946, 2.856, -3.082], [1.607, 2.862, -1.760], [2.587, 3.970, -3.570], [2.790, 5.006, -2.745], [3.019, 4.035, -4.878], [2.804, 2.905, -5.641], [3.241, 2.882, -6.905], [2.177, 1.776, -5.151], [2.142, 0.708, -5.981], [-3.672, -1.084, -3.233], [-3.154, 0.536, -2.746], [-3.342, -0.729, -1.522], [-0.530, -2.698, -2.778], [-2.237, -2.882, -3.198], [-1.764, -2.616, -1.509], [-1.518, 0.505, -4.239], [-1.467, -1.174, -4.795], [0.622, -0.216, -5.155], [0.840, -1.363, -3.856], [3.525, 4.902, -5.272], [-7.768, 4.464, 8.374], [-6.569, 3.734, 8.581], [-5.821, 3.427, 7.508], [-4.632, 2.740, 7.769], [-3.793, 2.385, 6.738], [-4.113, 2.704, 5.414], [-5.305, 3.379, 5.164], [-6.154, 3.741, 6.192], [-3.245, 2.357, 4.298], [-3.517, 2.569, 3.029], [-2.453, 2.086, 2.332], [-1.498, 1.566, 3.194], [-2.022, 1.752, 4.446], [-0.252, 1.041, 2.757], [0.823, 0.663, 3.576], [2.000, 0.275, 2.983], [2.076, 0.200, 1.596], [1.063, 0.491, 0.788], [-0.077, 0.962, 1.360], [-1.051, 1.500, 0.455], [-0.704, 1.479, -0.856], [-1.452, 2.178, -1.695], [-2.608, 2.853, -1.310], [-3.025, 2.798, -0.001], [-2.219, 2.122, 0.923], [-8.186, 4.633, 9.361], [-8.482, 3.896, 7.773], [-7.567, 5.424, 7.893], [-4.394, 2.503, 8.797], [-2.885, 1.847, 6.982], [-5.555, 3.617, 4.139], [-7.069, 4.270, 5.963], [-1.591, 1.511, 5.320], [0.735, 0.713, 4.654], [2.867, 0.021, 3.575], [2.996, -0.116, 1.130], [-1.116, 2.194, -2.724], [-3.169, 3.408, -2.049], [-3.930, 3.284, 0.338], [3.572, 0.831, -1.338], [4.561, -0.527, -1.776], [5.893, -0.301, -2.074], [6.701, -1.377, -2.396], [6.175, -2.661, -2.420], [4.835, -2.870, -2.141], [3.998, -1.803, -1.811], [2.206, -2.021, -1.462], [2.189, -2.703, 0.242], [3.318, -3.120, 0.938], [3.188, -3.643, 2.219], [1.936, -3.772, 2.801], [0.803, -3.378, 2.103], [0.931, -2.836, 0.836], [1.908, -3.568, -2.419], [1.383, -4.719, -1.836], [1.124, -5.840, -2.612], [1.369, -5.820, -3.975], [1.898, -4.679, -4.563], [2.167, -3.561, -3.792], [6.291, 0.705, -2.055], [7.744, -1.211, -2.628], [6.812, -3.501, -2.664], [4.429, -3.872, -2.179], [4.300, -3.030, 0.493], [4.071, -3.961, 2.759], [1.843, -4.184, 3.798], [-0.178, -3.491, 2.548], [0.052, -2.508, 0.291], [1.183, -4.751, -0.775], [0.729, -6.733, -2.144], [1.160, -6.693, -4.579], [2.100, -4.659, -5.626], [2.607, -2.688, -4.259]],
  "atomic_forces_ev_per_a": [[0.4, -0.6, -1.1], [0.1, 0.0, 0.1], [-0.1, 0.0, 0.0], [0.0, 0.1, 0.1], [0.3, 0.0, 0.0], [-0.3, 0.1, 0.1], [-0.3, -0.2, -0.4], [0.2, 0.3, -0.2], [0.0, -0.1, -0.1], [-0.2, 0.0, 0.1], [0.0, 0.0, -0.1], [0.0, 0.0, 0.1], [0.0, 0.0, 0.0], [0.0, 0.1, 0.1], [0.0, -0.1, 0.0], [-0.1, -0.1, 0.1], [0.1, 0.0, -0.1], [0.0, 0.0, 0.0], [0.0, 0.0, 0.0], [0.0, 0.0, 0.0], [0.1, -0.1, 0.0], [0.0, 0.0, 0.0], [0.0, 0.0, 0.0], [-0.1, 0.0, 0.0], [0.0, 0.1, 0.0], [0.0, -0.1, 0.0], [0.0, 0.0, 0.0], [0.0, 0.0, 0.0], [-0.1, 0.0, 0.0], [0.0, 0.0, 0.1], [0.1, -0.1, -0.2], [0.0, 0.0, 0.1], [0.0, 0.0, -0.1], [-0.1, 0.0, 0.2], [0.2, -0.1, -0.1], [-0.1, 0.1, 0.1], [0.1, -0.1, -0.2], [-0.2, 0.1, 0.0], [0.4, -0.2, 0.4], [-0.3, 0.2, -0.3], [0.0, 0.0, 0.1], [0.1, -0.1, -0.2], [0.1, 0.0, -0.2], [-0.1, 0.0, 0.3], [0.0, -0.2, -0.2], [0.1, 0.2, 1.2], [0.2, -0.1, 0.3], [-0.4, 0.2, -0.1], [-0.9, 0.9, 0.3], [0.3, -0.2, -0.2], [-0.3, 0.1, 0.2], [0.1, 0.0, -0.2], [0.2, -0.2, -0.1], [0.0, 0.0, 0.0], [0.0, 0.0, 0.0], [0.0, 0.0, 0.0], [0.0, 0.0, 0.0], [0.0, 0.0, 0.0], [0.0, 0.0, 0.0], [0.0, 0.0, 0.0], [0.0, 0.0, 0.0], [0.0, 0.0, 0.0], [0.0, 0.0, 0.0], [0.0, -0.1, -0.1], [0.0, 0.0, 0.0], [0.0, 0.0, 0.0], [0.0, 0.0, 0.0], [0.5, 0.4, 0.2], [0.0, -0.5, -0.1], [0.0, 0.2, 0.0], [0.0, 0.0, 0.0], [0.0, -0.1, 0.0], [0.0, 0.1, 0.1], [-0.2, 0.3, 0.0], [0.4, -0.7, 0.3], [-0.1, 0.1, -0.1], [-0.1, 0.1, 0.0], [0.1, 0.0, 0.0], [0.0, 0.0, 0.0], [-0.1, 0.0, 0.0], [0.1, 0.1, 0.0], [-0.2, 0.2, -0.1], [0.1, 0.1, 0.0], [0.0, 0.0, 0.0], [0.0, 0.0, 0.0], [0.0, 0.0, -0.1], [0.0, 0.0, 0.0], [0.0, 0.0, 0.0], [0.0, 0.0, 0.0], [0.0, 0.0, 0.0], [0.0, 0.0, 0.0], [0.0, 0.0, 0.0], [0.0, 0.0, 0.0], [0.0, 0.0, 0.0], [0.0, 0.0, 0.0], [-0.1, 0.0, 0.0], [0.0, 0.0, 0.0], [0.0, 0.0, 0.0], [0.0, 0.0, 0.0], [0.0, 0.0, 0.0], [0.0, 0.0, 0.0]],
  "mulliken_spin": [3.762, 0.007, 0.026, 0.048, -0.005, 0.044, -0.176, 0.075, 0.009, 0.002, -0.008, -0.001, 0.020, -0.007, -0.001, 0.004, 0.000, 0.004, -0.003, -0.001, -0.015, -0.002, -0.003, -0.003, -0.003, 0.014, -0.049, 0.002, 0.000, 0.000, -0.001, 0.000, 0.000, 0.001, -0.001, 0.000, 0.000, 0.000, -0.005, -0.003, 0.000, -0.012, 0.018, -0.005, 0.056, -0.051, -0.089, 0.067, -0.012, 0.125, -0.003, 0.023, 0.003, 0.000, 0.000, 0.000, 0.000, 0.000, 0.000, 0.000, 0.000, 0.001, 0.000, -0.009, -0.001, 0.000, 0.000, 0.024, -0.003, -0.001, 0.001, 0.000, -0.007, 0.033, 0.101, -0.086, -0.003, 0.000, 0.000, 0.026, 0.094, 0.013, -0.001, -0.001, 0.001, 0.001, -0.009, 0.001, 0.000, 0.000, 0.000, 0.000, 0.000, 0.000, 0.000, -0.023, 0.000, 0.000, 0.000, 0.000, -0.002]
}

Entry 2:
{
  "formula": "C48H39F5FeN2O4PSe",
  "method": "wB97M-V/def2-TZVPD",
  "homo_ev": [-7.41, -7.41],
  "relative_energy_kj_mol": 38.5,
  "multiplicity": 2,
  "molar_mass_g_mol": 968.6,
  "homo_lumo_gap_ha": [0.2581, 0.1887],
  "e_tot_ha": -6768.69034,
  "largest_force_ev_per_a": 1.430,
  "symbols": ["Fe", "O", "C", "C", "O", "O", "C", "C", "C", "C", "C", "C", "C", "C", "C", "C", "C", "C", "H", "H", "H", "H", "H", "H", "H", "H", "H", "H", "H", "C", "N", "C", "C", "C", "C", "C", "C", "C", "C", "H", "H", "H", "H", "H", "H", "H", "H", "H", "H", "H", "H", "O", "N", "C", "C", "C", "C", "C", "C", "C", "P", "C", "C", "C", "C", "C", "C", "C", "C", "C", "C", "C", "C", "H", "H", "H", "H", "H", "H", "H", "H", "H", "H", "H", "H", "H", "H", "H", "H", "F", "C", "C", "F", "C", "F", "C", "Se", "C", "F", "C", "F"],
  "positions_angstrom": [[0.103, 0.096, 0.866], [-1.060, -1.737, 0.020], [-0.797, -1.960, -1.369], [-0.316, -0.571, -1.915], [-0.069, -0.468, -3.108], [-0.228, 0.363, -1.053], [0.249, -3.067, -1.554], [0.980, -3.193, -2.732], [1.858, -4.251, -2.902], [2.026, -5.198, -1.903], [1.306, -5.075, -0.726], [0.420, -4.021, -0.560], [-2.067, -2.442, -2.093], [-2.078, -2.529, -3.487], [-3.177, -3.033, -4.159], [-4.291, -3.477, -3.459], [-4.295, -3.393, -2.079], [-3.196, -2.873, -1.405], [-1.663, -2.401, 0.362], [0.881, -2.440, -3.500], [2.421, -4.329, -3.824], [2.718, -6.020, -2.036], [1.434, -5.796, 0.071], [-0.121, -3.940, 0.374], [-1.227, -2.168, -4.041], [-3.159, -3.082, -5.240], [-5.146, -3.881, -3.985], [-5.159, -3.717, -1.515], [-3.273, -2.795, -0.328], [-0.078, 0.231, 4.051], [0.138, -0.691, 2.931], [-0.955, -1.677, 2.958], [1.425, -1.406, 3.138], [2.114, -1.705, 1.836], [3.218, -2.551, 1.839], [3.928, -2.775, 0.672], [3.515, -2.149, -0.497], [2.406, -1.315, -0.484], [1.660, -1.065, 0.677], [-0.019, -0.305, 5.008], [-1.064, 0.685, 3.984], [0.674, 1.014, 4.043], [-1.095, -2.066, 3.975], [-0.693, -2.509, 2.306], [-1.889, -1.226, 2.617], [1.234, -2.341, 3.683], [2.065, -0.805, 3.788], [3.530, -3.034, 2.760], [4.786, -3.435, 0.671], [4.045, -2.333, -1.424], [2.089, -0.872, -1.419], [-2.577, 1.026, 1.665], [-1.305, 1.606, 1.699], [-1.299, 2.875, 1.854], [-0.098, 3.710, 2.058], [-0.370, 4.973, 2.596], [0.649, 5.875, 2.840], [1.952, 5.529, 2.514], [2.221, 4.287, 1.964], [1.216, 3.346, 1.744], [1.661, 1.741, 0.939], [2.016, 2.395, -0.738], [1.227, 3.445, -1.205], [1.353, 3.909, -2.504], [2.273, 3.332, -3.363], [3.050, 2.276, -2.919], [2.915, 1.803, -1.622], [3.232, 1.408, 1.837], [3.210, 1.567, 3.225], [4.288, 1.195, 4.010], [5.422, 0.655, 3.420], [5.468, 0.516, 2.043], [4.386, 0.889, 1.259], [-3.217, 1.709, 1.408], [-2.252, 3.402, 1.920], [-1.394, 5.243, 2.823], [0.426, 6.842, 3.270], [2.760, 6.229, 2.679], [3.239, 4.037, 1.693], [0.492, 3.909, -0.560], [0.720, 4.717, -2.845], [2.375, 3.695, -4.378], [3.754, 1.798, -3.587], [3.493, 0.943, -1.330], [2.347, 2.010, 3.705], [4.243, 1.334, 5.083], [6.261, 0.347, 4.029], [6.346, 0.101, 1.567], [4.459, 0.752, 0.194], [-9.066, 1.711, -3.481], [-7.871, 1.459, -2.963], [-7.673, 0.318, -2.202], [-8.688, -0.519, -1.992], [-6.425, 0.069, -1.664], [-6.293, -1.023, -0.916], [-5.343, 0.929, -1.867], [-3.642, 0.557, -1.163], [-5.584, 2.073, -2.632], [-4.612, 2.950, -2.863], [-6.825, 2.343, -3.177], [-7.029, 3.440, -3.903]],
  "atomic_forces_ev_per_a": [[0.8, -0.2, 1.1], [0.0, 0.3, 0.0], [-0.2, 0.0, 0.0], [0.0, 0.0, 0.1], [-0.1, 0.0, -0.1], [0.0, 0.3, 0.0], [0.0, 0.0, 0.0], [0.0, 0.0, 0.0], [0.0, 0.0, 0.0], [0.0, 0.0, 0.0], [0.0, 0.0, 0.0], [0.0, 0.0, 0.0], [0.0, 0.1, -0.1], [0.0, 0.1, 0.0], [0.0, 0.0, 0.0], [0.0, 0.0, 0.0], [0.0, 0.0, 0.0], [0.0, 0.0, 0.0], [0.0, 0.0, 0.0], [0.0, 0.0, 0.0], [0.0, 0.0, 0.0], [0.0, 0.0, 0.0], [0.0, 0.0, 0.0], [0.0, 0.0, 0.0], [0.0, 0.0, 0.0], [0.0, 0.0, 0.0], [0.0, 0.0, 0.0], [0.0, 0.0, 0.0], [0.0, 0.0, 0.0], [-0.1, 0.0, 0.1], [0.1, 0.1, -0.2], [-0.1, -0.1, -0.1], [-0.1, -0.2, 0.0], [0.0, 0.1, 0.0], [0.0, 0.0, 0.0], [0.0, 0.0, 0.0], [0.0, 0.0, 0.0], [-0.1, -0.1, 0.1], [0.1, -0.1, -0.4], [0.0, 0.0, 0.0], [0.0, 0.0, 0.0], [0.0, 0.0, 0.0], [0.0, 0.0, 0.0], [0.0, 0.0, 0.0], [0.1, 0.0, 0.0], [0.0, 0.1, 0.1], [0.0, 0.1, -0.1], [0.0, 0.0, 0.0], [0.0, 0.0, 0.0], [0.0, 0.0, 0.0], [0.0, 0.1, -0.1], [0.1, 0.1, 0.0], [-0.5, 0.2, -0.8], [0.4, -0.6, 0.1], [-0.3, -0.1, -0.1], [0.1, 0.0, 0.0], [0.0, -0.1, 0.0], [0.0, 0.0, 0.0], [0.0, 0.0, 0.0], [0.0, 0.1, 0.0], [-0.4, 0.0, 0.0], [0.1, -0.1, 0.0], [0.0, 0.0, 0.0], [0.0, 0.0, 0.0], [0.0, 0.0, 0.0], [0.0, 0.0, 0.0], [-0.1, 0.0, 0.0], [-0.1, 0.0, 0.0], [0.0, 0.0, 0.0], [0.0, 0.0, 0.0], [0.0, 0.0, 0.0], [0.0, 0.0, 0.0], [0.0, 0.0, 0.0], [-0.1, 0.0, 0.1], [0.0, 0.0, 0.1], [0.0, 0.0, 0.0], [0.0, 0.0, 0.0], [0.0, 0.0, 0.0], [0.0, 0.0, 0.0], [0.0, 0.0, 0.0], [0.0, 0.0, 0.0], [0.0, 0.0, 0.0], [0.0, 0.0, 0.0], [0.0, 0.0, 0.0], [0.0, 0.0, 0.0], [0.0, 0.0, 0.0], [0.0, 0.0, 0.0], [0.0, 0.0, 0.0], [0.0, 0.0, 0.0], [0.0, 0.0, 0.0], [0.0, 0.0, 0.0], [0.1, 0.0, 0.0], [0.0, 0.0, 0.0], [-0.1, -0.1, 0.1], [0.0, 0.0, 0.0], [0.1, 0.0, 0.0], [-0.1, 0.1, -0.1], [0.0, 0.1, -0.1], [0.0, 0.0, 0.0], [0.0, 0.0, 0.0], [0.0, 0.0, 0.0]],
  "mulliken_spin": [0.016, 0.034, -0.007, 0.005, -0.001, -0.009, 0.003, -0.005, 0.001, 0.000, 0.000, -0.002, 0.021, 0.015, 0.001, 0.002, -0.003, -0.010, -0.002, -0.001, 0.000, 0.000, 0.000, -0.001, -0.002, 0.000, 0.000, 0.001, 0.000, 0.000, -0.001, 0.002, 0.000, 0.000, 0.000, 0.000, 0.000, -0.001, 0.001, 0.000, 0.000, 0.000, 0.000, 0.000, -0.001, 0.000, 0.000, 0.000, 0.000, 0.000, 0.000, 0.039, -0.021, -0.005, -0.003, 0.002, 0.000, 0.000, -0.001, 0.000, 0.001, 0.000, 0.000, 0.000, 0.000, 0.000, 0.000, 0.000, 0.000, 0.000, 0.000, 0.000, 0.000, -0.002, 0.003, 0.000, 0.000, 0.000, 0.000, 0.000, 0.000, 0.000, 0.000, 0.000, 0.000, 0.000, 0.000, 0.000, 0.000, 0.008, 0.094, -0.031, -0.003, 0.056, 0.008, -0.079, 0.836, 0.065, 0.008, -0.030, -0.003]
}